(1)
The following is a DFT calculation (ωB97M-V with the def2-TZVPD basis set) of an isolated molecule of C4H9NO in a non-equilibrium geometry.

Gap between HOMO and LUMO   0.3690 Ha
Lowest unoccupied orbital energy   0.90 eV
HOMO   -9.139 eV

```
15
C4H9NO (ωB97M-V with the def2-TZVPD basis set)
C 0.956 -0.082 -0.593
H 0.186 1.529 -1.888
N -0.655 0.416 1.028
H -1.054 -1.315 2.203
H -0.746 -1.389 -0.242
C -0.092 -0.726 0.314
C -0.042 0.473 -1.744
H 1.690 -0.778 -1.052
H 0.546 -0.499 2.542
C -0.230 -0.723 1.810
H -1.617 0.684 0.913
H 0.587 1.134 0.763
H 0.072 -0.068 -2.689
O 1.539 0.907 0.184
H -1.140 0.438 -1.548
```

(2)
The following is a DFT calculation (ωB97M-V with the def2-TZVPD basis set) of a structure of composition C4H9NO in a non-equilibrium geometry.

Gap between HOMO and LUMO   0.3702 Ha
Lowest unoccupied orbital energy   0.71 eV
HOMO   -9.360 eV

```
15
C4H9NO (ωB97M-V with the def2-TZVPD basis set)
H -1.227 1.147 1.129
H 2.877 -0.557 -0.822
H -2.723 -0.845 1.021
H -1.280 1.117 -0.904
C 1.029 0.123 -0.005
N -0.176 -0.374 -0.042
H -0.407 -1.328 -0.101
H 2.709 -0.948 1.009
C -2.622 -0.353 -0.036
H 1.771 -1.754 -0.104
O 1.322 1.400 0.002
H -3.831 0.209 0.011
C -1.358 0.426 -0.019
H -2.704 -1.001 -0.693
C 2.196 -0.967 0.015
```

(3)
The following is a DFT calculation (ωB97M-V with the def2-TZVPD basis set) of a cluster of 2 separate species, C4H9NO in total in a non-equilibrium geometry.

Gap between HOMO and LUMO   0.3588 Ha
Lowest unoccupied orbital energy   0.90 eV
HOMO   -8.866 eV

```
15
C4H9NO (ωB97M-V with the def2-TZVPD basis set)
H 1.002 -1.470 1.571
H 1.876 -0.948 -0.676
H 0.436 0.969 -1.605
H -1.808 1.069 1.099
C 0.220 -0.151 0.090
H 1.734 0.217 1.488
C 0.993 -0.485 1.116
O 2.823 -0.829 -0.483
C -2.210 0.467 0.277
C -1.060 -0.021 -0.566
H 2.880 0.132 -0.400
H -2.803 -0.351 0.693
H -1.313 -0.582 -1.465
H -2.851 1.109 -0.334
N 0.001 1.024 -0.683
```

(4)
The following is a DFT calculation (ωB97M-V with the def2-TZVPD basis set) of a cluster of 3 separate species, C4H9NO in total in a non-equilibrium geometry.

Gap between HOMO and LUMO (spin up / spin down)   0.2867 / 0.2883 Ha
Lowest unoccupied orbital energy (spin up / spin down)   0.58 / 0.59 eV
HOMO (spin up / spin down)   -7.220 / -7.256 eV

```
15
C4H9NO (ωB97M-V with the def2-TZVPD basis set)
H -2.874 0.096 0.615
H -0.622 2.461 0.090
H -2.511 -1.471 -0.247
H -0.344 -0.652 1.400
O -0.645 1.662 0.634
N -0.429 0.652 -0.264
H 2.321 -0.872 -1.408
C 2.685 -0.339 -0.529
C -0.188 -0.501 0.336
C -2.439 -0.388 -0.253
H 3.772 -0.289 -0.441
H -0.014 -1.335 -0.324
C 1.860 0.171 0.363
H -2.717 0.048 -1.206
H 2.147 0.757 1.233
```

(5)
The following is a DFT calculation (ωB97M-V with the def2-TZVPD basis set) of an isolated molecule of C4H9NO in a non-equilibrium geometry.

Gap between HOMO and LUMO   0.3667 Ha
Lowest unoccupied orbital energy   0.79 eV
HOMO   -9.186 eV

```
15
C4H9NO (ωB97M-V with the def2-TZVPD basis set)
N 2.063 -0.307 0.139
C -0.631 -1.519 0.376
H -1.720 -1.660 0.408
C 1.117 0.685 0.102
H -2.326 0.955 -0.090
H -1.368 1.025 1.412
C -1.335 1.150 0.321
H 1.907 -1.108 -0.450
H -0.235 -2.411 -0.176
H 3.012 0.028 0.208
H -0.170 -1.468 1.339
O 1.399 1.841 0.389
H -0.471 -0.607 -0.914
C -0.277 0.223 -0.238
H -1.101 2.210 0.158
```

(6)
The following is a DFT calculation (ωB97M-V with the def2-TZVPD basis set) of a cluster of 2 separate species, C4H9NO in total in a non-equilibrium geometry.

Gap between HOMO and LUMO   0.3821 Ha
Lowest unoccupied orbital energy   0.97 eV
HOMO   -9.423 eV

```
15
C4H9NO (ωB97M-V with the def2-TZVPD basis set)
O 0.519 -2.805 0.322
H -1.589 -1.969 -1.334
H 2.014 1.324 1.312
H -0.399 -0.892 -2.154
C 1.010 1.735 1.403
H -1.432 2.412 0.838
H 1.301 -1.188 -0.557
C 0.486 -1.932 -0.498
H -0.314 -2.606 -2.331
H 1.010 2.758 1.019
N 0.051 0.903 0.671
H 0.801 1.777 2.473
C -1.067 1.457 0.454
H -1.841 0.847 -0.012
C -0.548 -1.822 -1.604
```

(7)
The following is a DFT calculation (ωB97M-V with the def2-TZVPD basis set) of an isolated molecule of C4H9NO.

Gap between HOMO and LUMO   0.3862 Ha
Lowest unoccupied orbital energy   0.96 eV
HOMO   -9.550 eV

```
15
C4H9NO (ωB97M-V with the def2-TZVPD basis set)
H -1.232 -1.463 -0.362
H 2.110 1.272 0.366
C -1.801 0.517 0.309
C 1.075 -0.648 -0.096
H -1.859 1.545 -0.069
H 0.350 0.761 -1.466
H -1.815 -0.423 -1.663
H 1.961 0.047 1.643
H 3.148 -0.194 0.381
H -1.157 0.524 1.197
O 0.928 -1.784 0.319
C 2.146 0.201 0.572
C -1.226 -0.440 -0.740
H -2.804 0.213 0.626
N 0.177 -0.126 -1.015
```

(8)
The following is a DFT calculation (ωB97M-V with the def2-TZVPD basis set) of a cluster of 2 separate species, C4H9NO in total.

Gap between HOMO and LUMO   0.3524 Ha
Lowest unoccupied orbital energy   1.11 eV
HOMO   -8.480 eV

```
15
C4H9NO (ωB97M-V with the def2-TZVPD basis set)
H 1.686 0.884 0.732
H 3.143 0.196 -0.003
H 1.423 -0.837 -1.828
H 0.050 -2.273 -0.370
C 0.580 -1.404 0.012
N -2.850 0.533 0.996
C -1.581 0.423 0.613
H -3.605 0.829 0.383
C 1.325 -0.619 -0.764
C 2.121 0.532 -0.210
H 0.435 -1.169 1.061
H -3.078 0.263 1.938
H 2.191 1.380 -0.900
H -0.588 0.575 -0.937
O -1.501 0.786 -0.675
```

(9)
The following is a DFT calculation (ωB97M-V with the def2-TZVPD basis set) of an isolated molecule of C4H9NO.

Gap between HOMO and LUMO   0.3942 Ha
Lowest unoccupied orbital energy   0.99 eV
HOMO   -9.737 eV

```
15
C4H9NO (ωB97M-V with the def2-TZVPD basis set)
H 1.627 -1.038 -1.199
H -1.350 1.778 -0.379
H 1.191 1.280 -1.050
H -0.950 -0.916 1.391
H -1.325 -0.899 -1.111
H -0.954 1.358 -2.052
C -0.979 0.968 -1.018
H 1.928 0.051 0.828
C 0.449 0.589 -0.649
C 0.060 -0.647 1.708
N 0.740 -0.840 -0.747
O -1.865 -0.115 -0.908
H 0.537 -1.524 2.162
C 0.897 -0.174 0.546
H -0.006 0.129 2.479
```

(10)
The following is a DFT calculation (ωB97M-V with the def2-TZVPD basis set) of an isolated molecule of C4H9NO in a non-equilibrium geometry.

Gap between HOMO and LUMO   0.3522 Ha
Lowest unoccupied orbital energy   0.92 eV
HOMO   -8.662 eV

```
15
C4H9NO (ωB97M-V with the def2-TZVPD basis set)
C 0.241 -0.649 -0.036
C -0.943 -1.336 0.601
H -1.830 -1.214 -0.020
C 0.176 0.859 0.068
H -0.982 2.326 -1.038
H -1.153 -0.914 1.583
H 0.455 -1.012 -1.045
H 0.524 1.776 -1.821
H -0.713 -2.394 0.715
H 1.404 -0.471 1.762
C -0.342 1.468 -1.235
H 2.382 -0.099 0.421
H -0.925 0.774 -1.835
N 1.592 -0.628 0.777
O 0.114 1.513 1.103
```

(11)
The following is a DFT calculation (ωB97M-V with the def2-TZVPD basis set) of an isolated molecule of C4H9NO in a non-equilibrium geometry.

Gap between HOMO and LUMO   0.3812 Ha
Lowest unoccupied orbital energy   1.02 eV
HOMO   -9.354 eV

```
15
C4H9NO (ωB97M-V with the def2-TZVPD basis set)
C 0.548 0.656 0.622
H 0.327 -0.432 -2.387
C -0.202 0.763 -0.715
H -1.087 -1.002 1.182
H -1.419 -0.327 -2.067
H 0.990 -0.514 2.426
H 0.024 1.696 -1.261
C -0.441 -0.412 -1.600
H -0.366 -1.327 -1.014
H -1.065 2.012 0.675
H 1.347 1.186 0.132
H 1.684 -1.118 0.920
C 0.790 -0.658 1.347
N -0.840 1.036 0.541
O -0.290 -1.559 1.200
```

(12)
The following is a DFT calculation (ωB97M-V with the def2-TZVPD basis set) of an isolated molecule of C4H9NO in a non-equilibrium geometry.

Gap between HOMO and LUMO   0.3899 Ha
Lowest unoccupied orbital energy   0.98 eV
HOMO   -9.629 eV

```
15
C4H9NO (ωB97M-V with the def2-TZVPD basis set)
H 0.484 0.244 -2.280
H 0.722 -1.711 -1.056
N 0.383 0.432 -1.290
C 1.117 -0.577 0.856
C -0.845 -0.151 -0.737
H -0.485 1.079 1.076
C -1.412 0.631 0.439
H -2.104 -0.039 0.995
H -1.502 -0.632 -1.475
H 0.479 -1.023 1.642
H 2.097 -1.057 0.890
H -2.009 1.471 0.064
H 1.287 1.280 0.248
O 1.324 0.856 1.135
C 0.462 -0.802 -0.507
```

ΔE to the lowest compared entry with this formula, charge and spin readings, ordered: 312.0, 400.4, 354.2, 868.1, 262.6, 229.5, 60.1, 275.9, 186.2, 203.1, 299.6, 239.6 kJ/mol